[1]
The following is a quantum chemistry calculation of 3 unconnected molecules or ions with the total composition C25H54IN6O6PS at a distorted geometry, from the OMol25 dataset.

The max |F| is 1.11 eV/Å. The value obtained for the calculated total energy is -76247.6423 eV. The HOMO energy is -8.69 eV. Its SMILES is N[PH](CCCI)(CCCCCCCSc1nnco1)N=C=O.COCCNCCOC.COCCNCCOC.

ORCA input file:
```
! wB97M-V def2-TZVPD RIJCOSX def2/J DEFGRID3
* xyz 0 1
H -6.883 -6.233 2.757
H 0.748 2.438 -0.449
H 8.935 2.525 -3.060
H -0.553 3.457 -1.037
H -1.184 -3.059 -1.177
H 3.840 0.621 -1.174
C 7.657 3.175 -0.827
H -0.832 0.184 2.881
N 5.382 4.073 -0.067
C 0.785 -0.728 1.719
H 5.267 1.990 -2.849
O -0.788 1.023 0.996
C 6.390 -0.187 -0.405
H 3.153 0.541 -3.442
H 0.254 2.582 -3.422
C -5.880 -3.655 1.949
H -2.550 0.065 1.554
H -0.129 -3.023 2.962
H -5.877 -4.671 1.527
H 7.780 3.861 0.010
H 0.895 0.183 -3.266
C 2.670 1.315 -2.841
C -7.709 -1.836 -0.272
H 7.583 3.805 -1.716
H -1.947 -0.359 -0.065
C -0.730 -2.610 2.147
H -8.978 -4.656 0.956
H -5.776 -1.654 1.164
H 8.638 0.867 -2.540
C 2.264 6.624 -1.293
C -0.112 0.445 2.097
I 11.261 1.375 -2.618
H 5.880 4.430 0.740
C 1.231 0.900 -2.513
H 4.399 4.038 0.188
H -7.865 -3.301 2.135
H 1.487 -0.377 0.958
H -7.206 -0.887 -0.486
H -1.477 -1.938 2.594
O -6.782 -2.895 -0.164
C -2.099 -3.549 -0.826
H -8.190 -3.988 4.375
C -1.481 -3.735 1.473
H 2.960 2.096 -0.849
H -7.806 -6.385 4.249
H -8.374 -2.072 -1.100
C 1.447 4.124 -1.564
C 3.545 1.576 -1.614
H 2.656 2.213 -3.468
H 0.531 1.231 2.504
C 9.190 1.772 -2.317
H -0.379 -1.699 0.375
N 0.150 -1.934 1.206
H -4.994 -3.560 2.585
H 8.826 1.443 -0.221
H -6.487 -4.411 4.457
C 0.411 3.023 -1.305
H 5.188 7.378 -0.468
C 4.239 7.282 -0.969
H -9.641 -6.286 0.795
H 1.686 4.219 -2.625
H 1.382 -0.998 2.597
H -2.050 -4.285 2.228
H -0.787 -4.432 0.995
N -7.064 -3.376 2.749
H -7.883 -6.051 0.845
O 3.292 6.527 -0.399
H -8.308 -1.711 0.637
C 4.775 2.411 -1.971
N 6.576 0.728 -1.170
H -4.791 -2.852 0.312
H 2.377 3.935 -1.030
H 1.219 0.364 -1.558
O 6.213 -1.080 0.329
C -8.839 -5.702 1.246
N 2.573 7.373 -2.295
H 4.491 3.438 -2.194
C 8.898 2.282 -0.909
H -2.934 -3.209 -1.436
P 5.986 2.458 -0.617
O -8.914 -5.887 2.646
C 0.226 2.044 -2.470
S 0.808 5.729 -0.999
C -7.350 -4.362 3.784
H -1.987 -4.629 -0.955
C -5.752 -2.685 0.798
C -2.039 0.450 0.667
H -0.774 1.610 -2.395
O -2.401 -3.221 0.516
N 3.875 7.818 -2.079
H -2.652 1.235 0.224
H 5.625 1.878 0.606
C -7.690 -5.780 3.346
H 9.745 2.885 -0.576
*
```


[2]
The following is a quantum chemistry calculation of a molecular structure, C25H55CaNO2Si2 at a distorted geometry, from the OMol25 dataset.

The max |F| is 2.83 eV/Å. The value obtained for the calculated total energy is -66593.0113 eV. For the energy relative to the best compared isomer or geometry (same formula, charge and spin), the calculation gives 0.00 kcal/mol. The HOMO energy is -6.10 eV.

ORCA input file:
```
! wB97M-V def2-TZVPD RIJCOSX def2/J DEFGRID3
* xyz 0 1
C -0.889 2.477 -4.425
H 1.603 4.226 4.552
H -1.831 1.682 0.319
H 4.648 2.510 -0.501
H 4.401 -1.642 -0.644
H 5.618 -0.367 -0.463
C -0.749 -3.516 -1.969
C 1.600 -0.009 -0.289
C 0.757 2.634 3.340
C 0.027 2.145 -3.287
H 1.268 3.031 6.716
H 3.764 -0.687 2.334
H 0.255 0.060 -2.743
H 1.028 0.141 -6.058
H 0.935 2.763 -3.247
Si -3.643 -0.101 0.920
C 0.962 2.569 5.776
C -0.461 -0.743 4.537
H 2.123 -0.563 -3.845
C -4.506 0.166 2.577
H -1.707 -3.663 -2.488
H 3.273 1.015 2.614
N 0.246 -1.531 3.480
C 1.820 0.729 -5.572
H -2.222 0.159 -2.545
H -5.182 -1.710 -0.174
H -1.545 -0.799 4.324
H -5.962 -0.122 -0.065
C 0.028 0.692 4.558
C -5.009 -0.631 -0.273
C -1.927 -1.125 -4.261
C 4.588 -0.568 -0.796
C -0.283 -2.901 3.414
H 0.198 -3.433 2.579
H -0.052 -3.445 4.351
C -2.304 -1.370 1.001
C -0.006 -2.319 -2.507
H 4.920 0.637 2.049
H 2.146 -0.652 3.916
H -4.819 -0.796 3.003
H -3.850 0.665 3.306
H 1.673 1.791 -5.799
H -1.247 3.500 -4.286
H 0.038 -2.352 -3.606
O -0.649 -1.071 -2.127
H 1.020 -2.250 -2.129
C 3.588 2.300 -0.284
H -3.300 1.736 -0.672
H -5.409 0.790 2.455
H 4.543 -0.378 -1.879
H 2.587 1.155 -3.578
H -1.208 -0.499 -4.809
H -1.745 -2.176 -4.512
H 0.236 0.742 6.720
H 1.060 0.664 -0.971
H -0.477 2.126 -2.316
Si 3.324 0.483 0.155
C 1.892 0.476 -4.093
C -2.935 1.556 0.350
O 0.526 0.709 -3.509
H 0.917 3.173 2.397
C 3.859 0.345 1.962
C 0.178 1.392 3.378
H 2.770 0.412 -6.009
H -2.154 -1.895 0.042
H 1.830 -2.230 4.705
H -0.300 -1.210 5.526
H -1.366 -2.891 3.254
H -0.366 2.418 -5.388
C 1.684 -1.634 3.783
H 2.178 -2.160 2.954
H -1.770 1.819 -4.452
H 2.993 2.582 -1.165
C -1.938 -0.876 -2.776
H 3.283 2.947 0.553
C 0.385 1.295 5.792
H 1.456 -1.054 -0.596
H -0.936 -3.439 -0.888
H -4.746 -0.433 -1.321
Ca -0.346 -0.065 1.382
H -2.504 -2.153 1.746
H -2.649 -1.553 -2.279
H -2.924 -0.883 -4.637
C 1.151 3.233 4.564
H -0.134 -4.403 -2.145
H -3.331 2.353 0.995
*
```


[3]
The following is a quantum chemistry calculation of a molecular structure, C25H55HgN2O9S3 at a distorted geometry, from the OMol25 dataset.

The max |F| is 7.07 eV/Å. The value obtained for the calculated total energy is -84883.3025 eV. The HOMO energy is -11.86 eV.

ORCA input file:
```
! wB97M-V def2-TZVPD RIJCOSX def2/J DEFGRID3
* xyz 2 2
H 3.842 5.064 1.860
C 1.225 -6.108 -5.470
H -1.509 2.452 2.314
H -1.617 2.779 -3.632
C 0.129 -5.243 -6.068
C 0.892 -6.095 -3.920
H 5.114 4.845 0.113
C -1.225 1.774 -3.479
H -0.418 1.817 3.507
O 0.240 -0.200 -6.099
O 0.836 -2.204 -0.486
H -3.633 6.164 4.192
C -1.417 1.691 3.089
H 1.752 -6.246 -3.267
C 2.864 4.633 1.648
H -0.197 3.157 4.951
H 0.075 4.095 1.127
H 2.422 3.450 3.445
H -0.538 -3.032 -5.517
C -0.361 -5.498 2.189
S -1.769 -4.416 1.733
H 0.846 4.130 -0.403
H 1.112 -3.260 -5.606
H 3.278 2.881 -1.272
H -2.302 0.957 4.963
H -0.653 -6.457 -1.047
H -3.380 1.656 3.805
C -1.576 -0.525 -3.985
H 1.588 2.098 1.795
H 0.935 -5.042 0.534
H -1.317 1.470 6.635
H -0.272 2.862 0.062
H 5.485 3.270 -0.519
C 3.410 3.657 -0.518
C -0.868 2.439 6.851
C -2.180 0.855 -4.156
H -3.191 0.806 -3.754
H -1.172 -4.060 -0.510
H 2.179 5.303 1.128
C 0.288 -5.843 0.892
C 0.564 -0.978 -0.434
Hg 2.730 -1.685 -2.384
C -2.757 4.144 4.043
C 1.779 2.563 0.828
H -4.014 5.284 5.636
O 1.120 -1.116 -3.917
O 1.384 -3.540 -2.884
H 0.477 2.138 -4.883
N -2.396 3.047 4.989
H -3.543 3.740 3.405
H -1.185 1.566 -2.410
H 0.083 -6.759 -3.614
O -1.365 -3.006 1.826
H -0.883 -6.430 2.408
O -2.976 -4.909 2.341
H 2.864 4.531 -0.873
S 0.356 -4.310 -3.625
C -1.031 3.322 5.633
H 0.153 -5.045 -7.140
C 4.823 4.126 -0.652
H -1.939 4.481 3.405
S 0.172 -0.301 -4.647
H -0.979 4.361 5.955
H 2.889 5.204 3.614
H -1.540 0.695 2.664
H 1.207 -7.135 -5.834
C 2.320 4.462 3.054
O 1.207 -0.229 -1.111
C -0.910 -6.124 -0.042
H 5.058 4.595 -1.608
H 0.155 2.398 7.225
O -1.010 -4.359 -3.111
H -0.728 -1.470 0.615
H -1.513 2.725 7.681
C -3.269 5.371 4.845
C 0.578 3.450 0.407
H -1.389 -0.748 -2.934
H -1.478 -6.928 0.426
H -2.401 5.835 5.313
H -2.779 -4.848 -0.463
H 2.240 -5.838 -5.762
H 0.994 1.560 -3.198
C 0.275 1.511 -4.015
C -1.782 -4.821 -0.024
H 1.974 1.672 0.230
H 1.292 4.808 3.167
C 0.203 -3.821 -5.389
H -0.853 -5.664 -5.855
H -2.371 1.190 -5.176
N 3.009 3.350 0.863
H 0.238 -5.201 3.050
H -2.054 -1.406 -4.414
O -0.437 -0.583 0.394
C -2.391 1.774 4.246
H 0.912 -6.729 1.011
*
```


[4]
The following is a quantum chemistry calculation of 4 unconnected molecules or ions with the total composition C25H55N3O4P at a distorted geometry, from the OMol25 dataset.

The max |F| is 6.15 eV/Å. The value obtained for the calculated total energy is -48758.7498 eV. The HOMO energy is -12.18 eV.

ORCA input file:
```
! wB97M-V def2-TZVPD RIJCOSX def2/J DEFGRID3
* xyz 1 1
H -1.399 -1.447 6.365
O 0.867 -4.929 0.171
H 1.052 -1.168 6.425
H 3.257 0.871 -6.195
H 1.863 -2.513 1.493
H -5.262 2.110 1.770
C -2.769 4.628 -0.358
H -1.685 -3.836 5.912
C -0.755 -3.929 3.979
C 2.915 -2.545 -0.333
H 5.081 1.980 -7.093
C 0.626 -2.136 6.142
H 1.283 -2.546 5.368
H -2.481 -2.864 4.697
C -2.649 5.676 0.750
H -2.740 7.427 -0.526
H 2.088 1.740 -2.721
H 4.767 0.477 -3.563
H -3.457 -2.364 -1.462
H -6.093 3.575 -0.020
H 3.500 3.099 -5.081
H 0.062 -2.234 2.881
H 2.437 -0.384 -0.207
H -4.158 3.507 -1.550
H 4.963 -0.447 -5.035
C -4.578 2.451 0.989
H 1.500 -5.096 -2.347
C 3.323 0.936 -5.104
H -4.510 1.664 0.233
H 2.625 0.183 -4.717
O -4.761 -0.752 0.124
P 0.057 -4.264 -0.964
H -3.094 7.745 1.177
C 5.842 1.514 -5.105
C -3.235 7.028 0.364
H 2.339 -0.997 -1.927
H 2.758 -3.485 -0.991
H 1.667 -3.154 7.737
H -4.036 -1.983 1.685
C -4.032 -1.674 0.570
H -1.715 -5.275 -0.160
C 2.772 2.479 -3.153
C -0.780 -1.904 5.585
H 3.751 2.363 -2.682
C 0.645 -3.048 7.363
C -0.045 -0.075 -0.430
H 0.214 -4.281 4.346
N 2.774 -2.830 1.132
H -3.038 -3.579 -0.088
H 6.808 2.267 -6.884
H 0.033 -2.632 8.168
C 2.850 2.323 -4.665
O -1.381 -5.201 -1.095
H -1.518 -2.796 2.295
C 5.987 1.596 -6.620
N -1.649 -1.876 -0.448
H -5.192 4.507 1.156
C -0.555 -3.119 2.706
H -2.238 3.722 -0.044
C -0.343 -2.449 -0.663
H -3.124 5.320 1.669
N 0.596 -1.364 -0.641
C -4.202 4.266 -0.760
H -4.306 6.962 0.164
H -0.052 -3.728 1.949
H -2.242 4.991 -1.248
H 1.855 2.499 -5.086
H 6.793 1.171 -4.684
C -3.010 -2.486 -0.404
H -0.720 -1.163 4.779
H 0.433 0.965 -0.398
H -1.333 -4.826 3.735
O 0.818 -4.386 -2.474
C -1.541 -0.443 -0.298
H -1.588 5.812 0.986
H -2.376 0.335 -0.149
H 6.207 0.612 -7.043
C 2.076 -1.286 -0.838
H 2.398 3.474 -2.896
H 4.031 -2.272 -0.488
H -4.686 5.138 -1.212
H 2.906 -3.844 1.316
C -5.087 3.748 0.375
H 5.671 2.516 -4.699
C -1.494 -3.158 5.074
H -3.593 2.579 1.446
H 0.275 -4.047 7.127
C 4.738 0.556 -4.656
*
```


[5]
The following is a quantum chemistry calculation of 3 unconnected molecules or ions with the total composition C25H55NO7P at a distorted geometry, from the OMol25 dataset.

The max |F| is 1.10 eV/Å. The value obtained for the calculated total energy is -51922.1248 eV. For the energy relative to the best compared isomer or geometry (same formula, charge and spin), the calculation gives 17.06 kcal/mol. The HOMO energy is -10.94 eV.

ORCA input file:
```
! wB97M-V def2-TZVPD RIJCOSX def2/J DEFGRID3
* xyz 1 1
H 7.067 1.076 -0.563
H 0.732 3.897 -2.230
H -6.002 -2.761 -0.722
H -1.490 -2.733 3.358
H -1.134 1.720 6.179
H 1.248 -0.247 -0.948
H 2.978 -2.794 -2.584
H 1.204 2.231 -4.636
C -0.947 -0.296 1.657
H 0.454 1.009 2.634
O 6.272 2.794 0.329
C -3.462 -3.398 3.795
H -0.467 -0.990 2.345
H -0.198 -1.675 0.340
H -3.304 -4.468 3.680
H -3.307 -3.141 4.842
C 0.994 -4.709 -2.710
H 1.528 -0.217 0.771
H 3.686 4.060 0.531
O -3.550 -1.908 -1.468
C 2.774 2.139 0.999
H -6.242 -0.901 -3.234
C 7.734 2.829 -1.646
H -3.779 1.364 4.045
H -2.702 -1.247 0.836
O 4.756 1.869 -1.059
O -0.781 1.868 5.302
N -0.442 -0.681 0.285
C 0.388 3.017 -2.764
C 1.510 2.363 -3.603
C 1.814 2.342 -0.178
C -0.485 1.123 2.079
H -6.752 -1.158 -0.712
C -5.807 -1.691 -0.612
C 1.982 -2.410 -2.813
H -2.437 -3.097 1.920
O -0.276 2.009 0.993
P -0.565 1.914 -1.635
C -3.082 1.167 4.858
H -5.491 -2.503 -3.249
C 5.023 2.510 -0.058
H -3.242 1.957 5.591
C 0.818 0.062 -0.004
H -2.372 2.056 2.514
C -5.311 -1.440 -3.066
H -1.292 0.123 4.356
H 1.913 -3.670 -0.535
H -0.388 3.371 -3.444
H -3.370 0.204 5.273
H 2.414 2.969 -3.591
C -0.660 0.339 -2.604
H -3.707 -2.849 -1.596
H -1.146 -0.593 -0.452
H 3.184 1.126 0.977
H 1.799 1.392 -3.199
C 0.506 1.537 -0.102
H 0.228 -5.335 -2.252
C -1.615 1.167 4.381
H 1.937 -1.388 -2.440
H -0.077 -2.879 -2.378
H 0.861 -4.730 -3.791
C 3.989 3.077 0.891
H 8.688 2.446 -2.001
C 7.321 2.116 -0.374
H -4.581 -0.167 -1.499
C 0.915 -3.290 -2.176
H -4.487 -3.134 3.541
H -3.069 0.284 1.583
C -2.491 -2.642 2.915
H 8.166 2.115 0.314
H 2.286 2.257 1.964
H -4.576 -1.101 -3.796
H -1.693 -0.004 -2.519
H 1.569 3.401 -0.213
H -5.423 -1.529 0.397
C -2.460 -0.609 1.699
O 1.046 -3.304 -0.739
C -1.436 1.843 3.023
H 4.446 3.187 1.871
H -0.025 -0.476 -2.261
H 2.338 2.029 -1.078
H 1.867 -2.380 -3.896
H -0.462 0.473 -3.665
C -4.800 -1.226 -1.651
O -2.852 -1.273 2.865
H -0.966 2.808 3.208
H 7.797 3.903 -1.486
H 1.965 -5.150 -2.474
H 7.002 2.650 -2.432
*
```


What is the calculated total energy in the fourth record?
-48758.7498 eV